# 1
60
Properties=species:S:1:pos:R:3 method="wB97M-V/def2-TZVPD" spin_multiplicity=1 e_above_lowest_kcal_mol=594.3
C 0.03820 -0.20746 0.13734
O 1.17529 -0.03358 1.02301
H -0.81301 -0.62350 0.67628
H -0.14792 0.58412 -0.58851
H 0.37300 -0.98035 -0.55451
H 0.72874 0.41744 1.74327
C 3.01923 1.31241 -0.45079
O 2.97854 0.29959 0.51815
H 3.11574 2.32413 -0.05682
H 3.90514 1.21109 -1.07769
H 2.22948 1.21256 -1.19539
H 2.06282 0.26642 0.80441
C -1.60304 -2.51618 0.99486
O -2.56468 -3.22979 0.15504
H -2.15158 -2.37775 1.92655
H -0.76432 -3.18436 1.19027
H -1.22425 -1.60314 0.53555
H -2.57005 -4.14283 0.45155
C 2.64306 -1.85696 1.37883
O 1.26631 -2.05585 1.46886
H 2.90488 -1.15402 0.58799
H 2.98153 -1.42035 2.31846
H 3.20520 -2.78713 1.29586
H 0.74669 -1.29228 1.20699
C -0.71991 0.75553 2.62695
O 0.64508 0.41717 2.85523
H -0.96782 1.54097 3.34091
H -0.91195 1.10269 1.61172
H -1.34638 -0.13043 2.73042
H 0.60391 -0.09464 3.66636
C -2.63034 1.40324 -0.38408
C -2.15441 0.81052 -1.66102
O -1.60349 -0.45955 -1.35827
O -3.88277 0.77689 -0.02004
H -2.72406 2.48751 -0.44463
H -1.99523 1.15651 0.46671
H -1.35977 1.51838 -1.89677
H -2.98741 0.78560 -2.36358
H -2.33206 -0.96184 -0.98611
H -3.78657 -0.17825 -0.02698
C 0.16165 -1.13229 -2.71675
C 0.00115 -2.59902 -2.24814
O 1.27439 -3.16735 -1.84697
O -1.05935 -0.69407 -3.06916
H 0.99769 -1.10353 -3.41553
H 0.63074 -0.59238 -1.89423
H -0.51611 -3.16172 -3.02525
H -0.73157 -2.61463 -1.44131
H 1.10442 -4.02850 -1.45822
H -1.54778 -0.47940 -2.27107
C -0.04010 2.45074 0.42593
C 1.08809 3.47324 0.29363
O 1.95705 3.26475 -0.77996
O -1.07347 2.60120 -0.51153
H -0.62304 2.59733 1.33521
H 0.42803 1.49346 0.65516
H 1.74407 3.54998 1.16076
H 0.64820 4.46026 0.15079
H 2.79358 3.72384 -0.67474
H -0.61949 2.86556 -1.31503


# 2
17
Properties=species:S:1:pos:R:3 method="wB97M-V/def2-TZVPD" s_squared=0.755 spin_multiplicity=2 e_above_lowest_kcal_mol=56.4 total_charge=+1
C 0.52816 2.06922 -1.02844
C 0.46081 1.75776 0.48679
O 1.30263 2.25458 1.20340
N -0.64223 1.16749 0.88537
H 1.08734 3.03522 -1.04529
H -0.38616 2.32360 -1.58743
H -0.90482 1.01472 1.82195
H -1.29726 0.88761 0.14832
H 0.96078 1.38820 -1.68091
C -0.73912 -2.46096 -0.67891
C -0.49266 -3.95656 -0.48651
H -1.41536 -2.12591 -1.42094
H -1.24787 -2.14100 0.21330
H 0.21551 -2.02723 -0.77595
H 0.44474 -4.44135 -0.91929
H -0.57266 -4.11967 0.62946
H -1.35270 -4.45996 -0.96562


# 3
54
Properties=species:S:1:pos:R:3 method="wB97M-V/def2-TZVPD" spin_multiplicity=1 e_above_lowest_kcal_mol=44.1 smiles="CCCc1cc(N2CCN(C(=O)c3ccco3)CC2)n2c(nc3ccccc32)c1C#N"
C 2.73348 3.12080 3.83873
C 2.18222 4.10784 2.81828
H 2.46742 5.12173 3.10514
H 1.09055 4.05733 2.81269
C 2.71591 3.83953 1.40286
C 2.28105 2.50037 0.89093
C 3.13910 1.41680 0.87908
C 4.47146 1.51563 1.32720
N 5.54941 1.62921 1.70273
C 2.68177 0.17081 0.38012
N 3.34577 -0.94147 0.22938
C 2.49139 -1.80599 -0.38803
C 2.71251 -3.11258 -0.81635
C 1.69881 -3.74593 -1.50033
C 0.49413 -3.09936 -1.78902
C 0.24700 -1.81063 -1.36360
C 1.23904 -1.18197 -0.62449
N 1.35321 0.08159 -0.08255
C 0.46715 1.10775 0.05778
C 0.94159 2.32019 0.49460
H 0.26158 3.15095 0.58946
N -0.86442 0.83695 -0.23406
C -1.72512 1.92472 -0.65080
C -2.84734 1.33781 -1.52841
N -3.12480 -0.02644 -1.12292
C -3.18344 -0.98338 -2.08767
O -3.24264 -0.67795 -3.26895
C -3.18986 -2.40931 -1.71937
C -3.44208 -3.44884 -2.58112
C -3.25058 -4.63522 -1.84411
C -2.88619 -4.24060 -0.59240
O -2.84774 -2.90462 -0.50317
H -2.63369 -4.79532 0.28997
H -3.36226 -5.63992 -2.19567
H -3.72658 -3.35026 -3.60792
C -2.99893 -0.21136 0.29797
H -3.59554 0.56944 0.78276
C -1.52171 -0.07548 0.69881
H -1.02748 -1.04823 0.65460
H -1.45290 0.30191 1.73174
H -3.39002 -1.17654 0.60825
H -3.75270 1.94922 -1.44195
H -2.55210 1.30366 -2.57944
H -1.14217 2.63411 -1.23852
H -2.15247 2.45741 0.21302
H -0.66205 -1.30167 -1.63741
H -0.25584 -3.61312 -2.37189
H 1.84247 -4.75826 -1.84814
H 3.66002 -3.58927 -0.62607
H 2.34146 4.61722 0.73215
H 3.80561 3.89111 1.41990
H 2.38849 3.37788 4.83759
H 3.82060 3.13465 3.83366
H 2.40746 2.10711 3.61495


# 4
66
Properties=species:S:1:pos:R:3 method="wB97M-V/def2-TZVPD" spin_multiplicity=1 e_above_lowest_kcal_mol=0.0 total_charge=+1
Pb 3.66991 6.53313 -10.68206
B 1.70519 4.80748 -10.74926
H 1.17200 5.55872 -10.03299
H 2.69330 4.43133 -10.24111
H 0.97632 3.92852 -10.92616
H 1.98229 5.33042 -11.75950
C 3.65848 10.94179 -14.33180
C 2.10892 10.93727 -14.38733
C 1.50599 10.28140 -13.12263
C 1.92545 8.90272 -12.92872
N 2.24362 7.82116 -12.72272
H 3.92992 11.78853 -13.70319
H 4.02452 11.16377 -15.33611
H 4.10383 9.98565 -14.06931
H 1.79416 10.26678 -15.18992
H 1.69341 11.92856 -14.53397
H 0.41415 10.29394 -13.20461
H 1.66750 10.93894 -12.26733
C -0.06982 12.76706 -8.69011
C 0.62346 11.65356 -9.47926
C 1.19242 10.59259 -8.55984
C 2.13245 9.68058 -9.21756
N 2.83411 8.92936 -9.73174
H -1.08314 12.46516 -8.40944
H -0.11600 13.76894 -9.10588
H 0.43028 12.86539 -7.72005
H 1.42364 12.19502 -9.99089
H -0.08442 11.17165 -10.15335
H 0.41051 9.96990 -8.11918
H 1.72128 11.06293 -7.72685
C 7.08534 1.71722 -12.33447
C 7.54213 1.92432 -10.91337
C 6.43225 2.37105 -9.95774
C 6.00717 3.78738 -10.14143
N 5.63138 4.87513 -10.13631
H 7.93214 1.27538 -12.86592
H 6.76347 2.63457 -12.83127
H 6.31454 0.95345 -12.45000
H 8.34425 2.65369 -10.79956
H 7.94755 0.94529 -10.64950
H 6.54459 2.31755 -8.87349
H 5.47997 1.85661 -10.13370
C 6.90422 11.69447 -6.59032
C 6.13250 10.68740 -7.46064
C 7.00598 9.48387 -7.84386
C 6.40238 8.69137 -8.92496
N 5.93429 8.07139 -9.75992
H 7.20828 11.24499 -5.64814
H 6.21231 12.51400 -6.39606
H 7.76300 12.10492 -7.11737
H 5.85866 11.10364 -8.43728
H 5.13002 10.48811 -7.07884
H 7.31698 8.76972 -7.07785
H 7.95609 9.85205 -8.24203
C 4.41028 4.74939 -16.47369
C 4.82450 6.13654 -15.94873
C 6.01496 6.06296 -14.95691
C 5.67290 6.58086 -13.64144
N 5.35448 7.00789 -12.62583
H 5.18186 4.25219 -17.06194
H 3.47252 4.82178 -17.01771
H 4.27125 4.06226 -15.63342
H 3.96832 6.64714 -15.51407
H 5.18196 6.72049 -16.79558
H 6.83892 6.60177 -15.42242
H 6.37967 5.04388 -14.80874


# 5
47
Properties=species:S:1:pos:R:3 method="wB97M-V/def2-TZVPD" spin_multiplicity=1 e_above_lowest_kcal_mol=0.0 smiles=COC[C@H](C)N.CCO.CCO.CCO.O
O 18.08768 21.38704 -5.16681
H 17.67852 20.55241 -5.41408
H 18.37037 21.25688 -4.23586
C 16.37625 18.51344 -4.96308
C 15.22877 19.50606 -5.16744
C 14.97478 19.82026 -6.66248
O 14.60040 18.66204 -7.37207
C 15.41192 18.42025 -8.52615
N 14.04072 18.89934 -4.55299
H 16.60199 18.34123 -3.90731
H 17.37987 18.78347 -5.30325
H 16.07857 17.56417 -5.40926
H 15.52336 20.47595 -4.75487
H 15.90480 20.29101 -7.00694
H 14.14084 20.52428 -6.75172
H 16.42614 18.13574 -8.23563
H 15.38132 19.33990 -9.11347
H 14.99921 17.59225 -9.09766
H 13.92493 18.00249 -5.02459
H 13.21825 19.40322 -4.88230
C 17.80861 25.00750 -3.08900
C 16.65278 24.45382 -3.89797
O 15.61491 25.41386 -3.98496
H 18.34038 24.17514 -2.61399
H 17.52190 25.64113 -2.25022
H 18.55077 25.53802 -3.68499
H 16.27474 23.50798 -3.47982
H 16.95481 24.10818 -4.89437
H 15.18270 25.39232 -4.83955
C 20.16984 20.05086 -1.87816
C 18.71577 20.22052 -1.46514
O 18.07411 21.07995 -2.40350
H 20.70703 19.47200 -1.13212
H 20.59148 21.05493 -1.94554
H 20.21430 19.58160 -2.85976
H 18.65431 20.60126 -0.44106
H 18.18392 19.26122 -1.47793
H 17.14516 21.19630 -2.18314
C 22.35909 23.17602 -7.24368
C 20.91714 22.76491 -7.38621
O 20.66562 21.57598 -6.60047
H 23.12210 22.43041 -7.46777
H 22.53251 23.54703 -6.23099
H 22.60783 23.97818 -7.94981
H 20.72473 22.53862 -8.44270
H 20.23214 23.55436 -7.07346
H 19.84276 21.79166 -6.13506


Values for max |F|, eV/A, ordered as above
19.4; 5.0; 1.3; 2.0; 1.3